No. 1
DFT (ωB97M-V with the def2-TZVPD basis set) results for a molecular structure, C23H33FIrN3O4Te.

Geometry as ORCA input:
```
! wB97M-V def2-TZVPD RIJCOSX def2/J DEFGRID3
* xyz 2 1
Ir -0.205 -0.472 -3.909
F -0.359 -2.726 2.468
C -0.125 -1.452 2.104
C 0.013 -1.177 0.777
C 0.205 0.141 0.347
C 0.293 0.455 -1.060
O 0.255 -0.509 -1.899
C 0.446 1.808 -1.412
C 0.535 2.750 -0.419
N 0.466 2.474 0.888
C 0.521 3.559 1.855
C 1.497 4.671 1.638
C 1.726 3.683 2.742
C 0.271 1.162 1.307
C 0.150 0.851 2.666
C -0.062 -0.450 3.095
N -0.186 -0.717 4.471
C -0.069 -2.075 5.002
C 0.007 -1.998 6.532
N 0.599 -0.674 6.919
C -0.343 0.461 6.583
C -1.072 0.103 5.286
C 0.582 2.307 -2.836
O 1.030 3.420 -2.997
O 0.200 1.531 -3.807
H -0.060 -1.978 0.054
H 0.681 3.782 -0.708
H -0.453 3.805 2.258
H 1.166 5.668 1.888
H 2.157 4.617 0.783
H 1.571 3.999 3.764
H 2.521 2.964 2.595
H 0.246 1.640 3.396
H 0.835 -2.534 4.604
H -0.913 -2.719 4.744
H 0.623 -2.794 6.943
H -0.974 -2.043 7.000
H 1.468 -0.542 6.399
H 0.835 -0.659 7.912
H 0.265 1.358 6.480
H -1.028 0.586 7.420
H -1.350 1.014 4.765
H -2.003 -0.433 5.503
C 3.209 0.408 -3.856
Te 1.983 -0.686 -5.191
C 2.512 -2.647 -4.561
H 3.079 0.020 -2.848
H 2.884 1.445 -3.913
H 4.247 0.321 -4.169
H 3.240 -3.058 -5.254
H 1.601 -3.240 -4.578
H 2.918 -2.605 -3.554
C -2.741 -2.978 -5.855
C -2.334 -1.637 -5.283
C -2.739 -0.487 -6.198
C -2.864 -1.437 -3.868
O -0.879 -1.645 -5.200
H -3.829 -3.051 -5.906
H -2.366 -3.791 -5.236
H -2.339 -3.091 -6.861
H -3.823 -0.469 -6.322
H -2.280 -0.609 -7.178
H -2.423 0.483 -5.788
H -3.953 -1.374 -3.864
H -2.517 -0.480 -3.444
H -2.548 -2.249 -3.213
*
```

## Properties
HOMO-LUMO gap ... 7.867 eV
HOMO energy ... -13.30 eV
Maximum force ... 0.51 eV/A
E_LUMO ... -5.44 eV

---

No. 2
DFT (ωB97M-V with the def2-TZVPD basis set) results for a molecular structure, C23H33MnN2O2P2 at a distorted geometry.

Geometry as ORCA input:
```
! wB97M-V def2-TZVPD RIJCOSX def2/J DEFGRID3
* xyz 2 5
Mn 0.000 0.000 0.000
P 2.044 -1.021 0.265
C 2.348 -1.485 -1.543
C 1.049 -1.788 -2.279
N -0.081 -1.228 -1.770
C -1.259 -1.448 -2.411
C -1.347 -2.226 -3.569
C -0.178 -2.789 -4.087
C 1.040 -2.568 -3.438
C -2.500 -0.839 -1.772
P -2.077 0.663 -0.701
H 1.955 -2.988 -3.828
H -2.298 -2.393 -4.053
H -0.214 -3.391 -4.984
H -3.231 -0.558 -2.530
H -2.959 -1.599 -1.139
H 2.812 -0.660 -2.024
H 3.038 -2.327 -1.598
H 1.765 3.817 -2.397
O 2.605 3.689 -2.995
H 2.359 4.024 -3.902
H -1.550 4.866 -0.345
O -1.165 5.670 -0.824
H -1.614 6.470 -0.417
C -2.298 2.054 -1.950
H -3.281 1.999 -2.418
H -2.203 3.021 -1.456
H -1.539 1.981 -2.729
C -3.639 0.828 0.338
H -3.597 1.741 0.932
H -4.521 0.867 -0.301
H -3.734 -0.024 1.011
C 2.112 -2.704 1.103
H 3.034 -3.223 0.844
H 2.071 -2.584 2.186
H 1.266 -3.312 0.785
C 3.699 -0.250 0.721
H 3.726 -0.020 1.786
H 4.515 -0.934 0.488
H 3.848 0.671 0.156
C 0.346 4.950 2.642
C 0.721 4.429 1.400
C 0.582 3.062 1.136
C 0.083 2.200 2.121
C -0.310 2.743 3.365
C -0.174 4.107 3.621
N -0.057 0.810 1.833
C -0.186 -0.252 2.783
C 0.319 -0.200 4.099
C 0.205 -1.313 4.942
C -0.403 -2.484 4.487
C -0.896 -2.550 3.184
C -0.778 -1.446 2.337
H 0.449 6.008 2.845
H 1.117 5.089 0.641
H 0.871 2.670 0.170
H -0.746 2.133 4.142
H -0.480 4.508 4.580
H 0.837 0.669 4.477
H 0.605 -1.274 5.948
H -0.487 -3.345 5.139
H -1.358 -3.462 2.824
H -1.154 -1.527 1.325
*
```

## Properties
HOMO-LUMO gap (spin up / spin down) ... 7.902 / 6.694 eV
HOMO energy (spin up / spin down) ... -13.82 / -14.34 eV
Maximum force ... 3.20 eV/A
E_LUMO (spin up / spin down) ... -5.92 / -7.65 eV

---

No. 3
DFT (ωB97M-V with the def2-TZVPD basis set) results for a molecular structure, C23H34As2F6N3O2S2Si2Tc.

Geometry as ORCA input:
```
! wB97M-V def2-TZVPD RIJCOSX def2/J DEFGRID3
* xyz 0 3
Tc -0.852 0.634 -0.367
O -5.124 0.317 3.063
C -4.094 -0.146 3.793
C -4.354 -0.445 5.131
C -3.354 -0.927 5.945
C -2.067 -1.129 5.451
C -1.805 -0.838 4.131
C -2.800 -0.345 3.281
C -2.457 -0.044 1.886
O -1.275 -0.305 1.445
N -3.400 0.455 1.111
N -2.898 0.589 -0.137
C -3.664 0.537 -1.165
C -2.976 0.336 -2.422
C -3.633 0.234 -3.639
C -2.904 -0.099 -4.765
C -1.541 -0.325 -4.638
C -0.955 -0.190 -3.392
N -1.641 0.127 -2.302
H -4.802 0.500 2.154
H -5.356 -0.289 5.500
H -3.576 -1.153 6.979
H -1.287 -1.513 6.090
H -0.824 -0.991 3.717
H -4.742 0.484 -1.068
H -4.697 0.402 -3.684
H -3.391 -0.194 -5.724
H -0.934 -0.610 -5.482
H 0.098 -0.346 -3.244
C 0.437 5.121 -1.378
C 0.090 3.826 -0.698
S -0.457 2.560 -1.675
C 0.187 3.642 0.665
C 0.664 4.717 1.599
S -0.244 2.158 1.340
H 0.067 5.129 -2.400
H 1.517 5.266 -1.409
H 0.004 5.971 -0.852
H 0.427 5.709 1.223
H 1.747 4.660 1.722
H 0.212 4.602 2.583
C 4.302 -1.701 -1.926
Si 2.798 -0.723 -2.443
C 2.093 -1.620 -3.942
C 3.252 1.046 -2.886
As 1.356 -0.357 -0.553
Si 2.658 -0.852 1.374
C 4.016 0.449 1.331
C 3.286 -2.610 1.360
C 1.579 -0.653 2.872
H 4.969 -1.761 -2.786
H 4.012 -2.716 -1.658
H 4.859 -1.268 -1.101
H 2.919 -2.166 -4.396
H 1.705 -0.936 -4.694
H 1.328 -2.343 -3.678
H 3.837 1.088 -3.804
H 3.835 1.510 -2.091
H 2.354 1.649 -3.027
H 4.744 0.270 0.540
H 4.551 0.464 2.280
H 3.588 1.440 1.176
H 3.997 -2.827 0.572
H 2.441 -3.291 1.257
H 3.773 -2.812 2.316
H 1.158 0.345 2.981
H 2.162 -0.888 3.763
H 0.765 -1.368 2.795
F -1.773 -2.179 -0.641
As -0.825 -3.669 -0.563
F 0.192 -2.919 0.659
F 0.250 -2.981 -1.795
F 0.161 -5.085 -0.504
F -1.806 -4.347 -1.818
F -1.878 -4.274 0.659
*
```

## Properties
HOMO-LUMO gap (spin up / spin down) ... 6.286 / 6.208 eV
HOMO energy (spin up / spin down) ... -7.70 / -8.30 eV
Maximum force ... 0.83 eV/A
E_LUMO (spin up / spin down) ... -1.41 / -2.09 eV

---

No. 4
DFT (ωB97M-V with the def2-TZVPD basis set) results for C23H34BrN3O2 in the gas phase at a distorted geometry.

Geometry as ORCA input:
```
! wB97M-V def2-TZVPD RIJCOSX def2/J DEFGRID3
* xyz 0 1
C -0.585 3.412 -4.275
C 0.251 2.270 -3.711
C -0.441 1.522 -2.571
C -1.673 0.737 -3.021
C -2.248 -0.146 -1.912
C -2.986 0.653 -0.839
C -3.529 -0.231 0.288
N -2.484 -0.845 1.076
C -2.062 -0.310 2.241
O -2.584 0.671 2.734
C -0.863 -1.002 2.915
C 0.404 -0.209 2.518
C 0.488 0.170 1.041
C 1.806 0.859 0.657
C 2.289 -0.061 -0.442
C 3.493 0.133 -1.224
C 3.813 -0.758 -2.251
C 4.954 -0.572 -3.006
C 5.796 0.500 -2.758
C 5.473 1.380 -1.739
Br 6.621 2.861 -1.383
C 4.336 1.214 -0.970
N 1.508 -1.053 -0.629
O 0.436 -1.007 0.197
C -0.707 -2.492 2.580
C -1.906 -3.298 3.098
N -2.096 -3.157 4.528
C -2.234 -1.761 4.897
C -1.060 -0.886 4.437
H -1.492 3.037 -4.742
H -0.866 4.105 -3.484
H -0.019 3.960 -5.025
H 0.490 1.564 -4.510
H 1.197 2.674 -3.339
H -0.720 2.240 -1.797
H 0.275 0.819 -2.140
H -2.447 1.423 -3.369
H -1.386 0.102 -3.862
H -1.433 -0.716 -1.461
H -2.947 -0.861 -2.354
H -2.326 1.402 -0.400
H -3.826 1.180 -1.296
H -4.160 -1.023 -0.128
H -4.121 0.377 0.976
H -1.923 -1.547 0.624
H 0.420 0.725 3.084
H 1.288 -0.794 2.789
H -0.375 0.786 0.771
H 1.656 1.875 0.293
H 2.515 0.881 1.487
H 3.150 -1.588 -2.436
H 5.197 -1.264 -3.798
H 6.689 0.651 -3.344
H 4.113 1.918 -0.183
H -0.559 -2.659 1.514
H 0.195 -2.854 3.086
H -1.770 -4.358 2.872
H -2.824 -2.957 2.613
H -1.298 -3.556 5.015
H -3.156 -1.389 4.443
H -2.340 -1.702 5.983
H -1.269 0.152 4.696
H -0.144 -1.198 4.947
*
```

## Properties
HOMO-LUMO gap ... 8.754 eV
SMILES string ... CCCCCCCNC(=O)C1(C[C@H]2CC(c3cccc(Br)c3)=NO2)CCNCC1
HOMO energy ... -8.55 eV
Maximum force ... 1.07 eV/A
E_LUMO ... 0.21 eV

---

> The lowest maximum force belongs to which entry?

C23H33FIrN3O4Te